Entry 1:
# C20H19BaOP

A structure of composition C20H19BaOP in a non-equilibrium geometry (ωB97M-V/def2-TZVPD, the OMol25 dataset).

Properties
**Calculated total energy**: -1215.4072 hartree
**Total charge**: 0
**E_LUMO (alpha / beta)**: -0.469 / -0.469 eV

The geometry in XYZ format:
```
42
C20H19BaOP (ωB97M-V/def2-TZVPD)
Ba -0.16 -0.33 -1.45
P 0.33 -1.82 2.60
O -2.03 0.21 0.15
C 0.42 -2.30 0.87
C 1.63 -2.06 0.19
C -1.33 0.31 1.14
C 1.76 -3.48 4.31
C -1.46 0.36 2.51
C -0.61 -3.04 0.25
C 1.91 -4.56 5.18
C -0.37 -5.28 4.70
C 0.52 -3.28 3.65
C 0.85 -5.46 5.38
C -0.94 -0.77 3.28
C -2.22 1.44 4.52
C 0.81 -3.31 -1.71
C -1.34 -0.82 4.63
C -1.94 0.27 5.24
C -0.39 -3.56 -1.03
C -0.74 1.88 -2.87
C -0.54 -4.19 3.85
C -2.01 1.49 3.15
C 1.81 -2.53 -1.11
H -2.21 0.24 6.29
H 2.70 -2.26 -1.68
H -1.20 -1.74 5.19
H 2.36 -1.41 0.66
H -1.52 -3.27 0.80
H 0.14 2.25 -3.41
H 1.47 0.87 0.00
H -2.66 2.31 5.02
H 1.58 0.32 0.51
H -1.17 -4.22 -1.48
H 2.87 -4.70 5.70
H 2.57 -2.76 4.16
H -1.50 -4.03 3.36
H 0.98 -6.31 6.06
H 0.97 -3.76 -2.70
H -2.26 2.38 2.58
H -0.83 2.42 -1.88
H -1.67 1.96 -3.45
H -1.19 -5.99 4.85
```

---

Entry 2:
# C19H46BaF9O13

A structure of composition C19H46BaF9O13 in a non-equilibrium geometry (ωB97M-V/def2-TZVPD, the OMol25 dataset).

Properties
**Calculated total energy**: -2653.4092 hartree
**Relative energy (zero: lowest compared OMol25 entry of this formula, charge and spin)**: 14.344 eV
**Total charge**: -1
**E_LUMO**: -2.375 eV

The geometry in XYZ format:
```
88
C19H46BaF9O13 (ωB97M-V/def2-TZVPD)
Ba -2.39 4.44 5.03
F 4.43 9.82 4.30
F -7.09 3.47 -1.84
F -6.92 5.58 -2.37
F 2.27 -1.99 1.47
F 2.70 10.74 3.47
F 2.98 -1.62 -0.56
F -6.11 3.97 -3.51
F 2.72 10.05 5.50
F 1.36 -2.95 -0.26
O 3.33 -3.25 10.30
O -10.37 -1.54 -7.91
O 4.16 -0.53 -8.50
O 1.08 8.25 3.59
O -0.12 -0.92 -0.91
O -2.25 -4.07 4.72
O 2.78 7.27 4.63
O -5.28 5.37 -0.04
O 4.02 -8.25 -3.97
O 0.27 -0.11 1.24
O -3.81 5.10 -1.73
O -7.79 -5.91 1.27
O 8.33 -6.24 3.45
C 8.97 -5.53 2.42
C -3.75 5.92 -2.88
C -6.27 4.41 -2.29
C -9.80 -1.24 -6.55
C 4.13 6.73 4.67
C -2.27 5.97 -3.08
C -1.63 -5.39 4.42
C 0.93 -0.59 0.06
C 5.08 -1.32 -9.30
C -1.17 -1.49 -2.96
C 2.50 8.40 3.79
C 4.10 5.44 5.56
C 1.89 -1.81 0.23
C 2.18 -3.46 9.48
C -5.10 4.62 -1.27
C -7.47 -5.57 -0.14
C 3.10 9.78 4.25
C 4.57 -6.95 -4.13
C 0.14 -1.06 -2.29
H 4.52 6.45 3.70
H -10.46 -0.55 -6.04
H -2.00 6.31 -4.08
H 4.89 -6.54 -3.17
H 4.67 -8.84 -3.57
H -1.50 -2.49 -2.72
H 4.79 -1.31 -10.35
H -7.09 -4.55 -0.19
H -4.20 6.89 -2.66
H 8.43 -4.60 2.24
H -2.17 -6.19 4.93
H -4.17 5.39 -3.73
H -1.77 5.00 -3.01
H -0.68 -5.38 4.95
H -10.81 -2.40 -7.93
H 10.05 -5.43 2.46
H -6.67 -6.23 -0.49
H -1.91 6.59 -2.26
H -8.28 -5.56 -0.87
H 3.09 8.30 2.88
H 3.82 5.71 6.58
H 3.18 4.97 5.19
H -8.87 -0.69 -6.72
H 3.83 0.20 -9.03
H -1.03 -1.50 -4.04
H 7.39 -6.28 3.22
H -1.61 -5.61 3.36
H 5.02 -2.37 -9.00
H -9.69 -2.10 -5.90
H 2.08 -4.53 9.34
H 2.14 -3.03 8.47
H 0.83 -1.90 -2.30
H 8.86 -6.23 1.58
H -4.89 3.60 -0.95
H 4.97 4.79 5.51
H 3.93 -3.97 10.12
H 4.77 7.49 5.12
H -1.94 -0.76 -2.70
H 3.83 -6.20 -4.41
H -7.04 -5.65 1.82
H 5.38 -6.91 -4.86
H 1.28 -3.25 10.04
H -1.67 -3.37 4.42
H 0.61 -0.17 -2.72
H 6.05 -0.83 -9.23
H 1.62 0.17 -0.33
```

---

Entry 3:
# C7H13N3Si

The molecule C7H13N3Si in a non-equilibrium geometry (ωB97M-V/def2-TZVPD, the OMol25 dataset).

Properties
**Calculated total energy**: -728.1912 hartree
**Relative energy (zero: lowest compared OMol25 entry of this formula, charge and spin)**: 2.470 eV
**Total charge**: 0
**E_LUMO**: -0.360 eV

The geometry in XYZ format:
```
24
C7H13N3Si (ωB97M-V/def2-TZVPD)
Si -0.59 -0.61 -0.47
N 1.71 -1.18 1.09
N 1.42 3.16 1.41
N 0.34 0.51 0.45
C 2.11 0.95 2.11
C -2.13 0.44 -0.40
C -0.60 -2.54 0.02
C 0.14 -0.96 -2.20
C 2.22 2.40 2.19
C 0.68 2.97 0.51
C 1.32 0.16 1.17
H 0.03 -3.14 -0.63
H 0.71 -0.20 -2.68
H -1.68 -2.86 -0.03
H 1.28 -1.67 0.31
H 2.71 -1.23 1.17
H 2.80 0.48 2.73
H -0.69 -1.21 -2.87
H -2.66 0.91 -1.24
H -0.25 -2.62 1.09
H 2.93 3.01 2.81
H -1.73 1.36 0.09
H 0.70 -1.82 -2.04
H -2.92 -0.07 0.13
```

---

Entry 4:
# C16H14BCl5N6Zr

A structure of composition C16H14BCl5N6Zr in a non-equilibrium geometry (ωB97M-V/def2-TZVPD, the OMol25 dataset).

Properties
**Calculated total energy**: -3318.9460 hartree
**Relative energy (zero: lowest compared OMol25 entry of this formula, charge and spin)**: 1.877 eV
**Total charge**: +2
**E_LUMO**: -8.744 eV

The geometry in XYZ format:
```
43
C16H14BCl5N6Zr (ωB97M-V/def2-TZVPD)
Zr -0.13 -0.14 0.69
Cl -3.78 -4.54 1.55
Cl 1.93 -2.19 2.48
Cl -1.46 -6.47 2.83
Cl -3.09 -1.47 1.05
Cl 1.43 -5.14 3.22
N 1.26 -0.49 -0.92
N 1.10 2.11 0.24
N -0.70 1.51 -2.17
N -1.27 0.86 -1.06
N 1.53 0.28 -2.04
N 1.32 2.61 -1.02
C 0.10 -4.24 2.63
C 2.41 -0.38 -2.81
C -1.16 1.10 2.42
C -2.62 1.03 -1.20
C -2.21 -3.97 1.88
C 1.52 3.07 1.09
C -0.61 -2.15 1.64
C 2.02 -1.64 -1.00
C -1.91 -2.64 1.57
C -1.18 -4.82 2.42
C 2.73 -1.59 -2.21
C 0.36 -2.91 2.27
C -2.90 1.58 -2.44
C 2.09 4.14 0.42
C 1.95 3.81 -0.94
C -1.68 1.86 -3.02
B 0.88 1.72 -2.25
H 1.34 2.94 2.18
H -1.52 0.60 3.29
H 1.98 -2.37 -0.22
H 1.22 2.22 -3.30
H -1.45 2.25 -4.02
H -2.17 1.33 1.97
H -0.90 2.12 2.68
H 2.55 5.03 0.85
H -3.33 0.72 -0.43
H 2.72 0.07 -3.74
H 2.28 4.32 -1.84
H -0.11 0.54 2.67
H 3.38 -2.37 -2.57
H -3.91 1.71 -2.86
```

---

Entry 5:
# C47H37BrCl4HgN6O3PS

A structure of composition C47H37BrCl4HgN6O3PS (ωB97M-V/def2-TZVPD, the OMol25 dataset).

Properties
**Spin multiplicity**: 2
**Calculated total energy**: -7675.3398 hartree
**Relative energy (zero: lowest compared OMol25 entry of this formula, charge and spin)**: 0.899 eV
**<S²>**: 0.789
**Total charge**: -2
**E_LUMO (alpha / beta)**: 3.708 / 3.703 eV

The geometry in XYZ format:
```
101
C47H37BrCl4HgN6O3PS (ωB97M-V/def2-TZVPD)
Hg 0.09 -1.23 0.18
Br 6.24 -0.30 4.47
Cl 4.75 4.24 -0.30
Cl 4.18 3.87 -3.37
Cl 3.03 2.62 1.78
Cl 2.16 1.69 -4.31
S 2.27 -4.41 -3.00
P -1.47 1.33 0.91
O 1.08 0.87 0.56
O 2.19 -2.04 0.38
O 0.94 0.12 -2.09
N 0.15 -1.44 2.58
N -4.16 -2.38 -4.95
N 3.69 -2.18 -3.13
N -1.24 -1.95 -1.99
N -2.33 -2.25 1.49
N 1.53 -2.00 -3.89
C -1.65 -3.15 -2.39
C 4.23 -1.14 -3.90
C 1.86 1.41 -0.30
C 2.96 -1.54 1.28
C -3.31 1.41 1.10
C -6.11 1.20 1.30
C 5.11 -0.22 -3.34
C -4.64 -2.84 1.80
C 2.82 2.35 0.08
C -4.63 -2.34 3.09
C -0.98 2.55 2.19
C -5.46 0.80 0.14
C -3.49 -2.76 1.05
C 4.30 -1.24 0.92
C -2.27 -1.81 2.77
C 3.61 -0.94 3.56
C 0.33 3.06 4.14
C -4.08 0.89 0.05
C -2.61 -3.35 -3.36
C -3.21 -2.24 -3.96
C 3.58 3.08 -0.85
C 3.95 -1.06 -5.27
C -1.28 2.37 -0.62
C 4.54 -0.08 -6.04
C -2.17 -0.77 5.40
C -0.07 2.17 3.16
C -1.78 -0.89 -2.59
C 1.27 -1.32 3.19
C 5.42 0.84 -5.48
C 2.45 1.89 -2.61
C -3.98 1.78 2.26
C 2.48 -2.79 -3.35
C -1.49 3.85 2.21
C 1.73 1.08 -1.71
C -1.03 -1.34 3.32
C -0.18 4.35 4.16
C 5.27 -0.87 1.83
C -5.36 1.69 2.36
C 2.60 -1.29 2.64
C 4.91 -0.75 3.17
C -2.76 -0.98 -3.56
C -1.09 4.74 3.19
C 5.70 0.76 -4.13
C 3.36 2.88 -2.19
C -1.03 -0.80 4.63
C -3.36 -1.29 4.92
C -3.44 -1.81 3.62
H 4.19 -2.49 -2.31
H 1.06 2.75 4.88
H -5.52 -2.34 3.71
H -0.65 3.23 -0.39
H 0.66 -2.49 -4.01
H -5.85 1.98 3.28
H -6.03 0.38 -0.68
H -1.49 5.75 3.20
H -4.65 -3.26 -4.97
H 4.30 -0.03 -7.10
H 1.25 -1.20 4.28
H 0.36 1.18 3.11
H -2.13 -0.33 6.39
H -4.26 -1.28 5.53
H 1.41 -1.06 -3.47
H -3.59 0.54 -0.85
H 3.33 -0.81 4.60
H -2.90 -4.35 -3.65
H -3.41 2.15 3.11
H 4.55 -1.33 -0.13
H -0.76 1.79 -1.38
H -3.17 -0.08 -4.00
H -2.24 2.71 -1.00
H -2.20 4.16 1.46
H 6.35 1.49 -3.66
H 0.14 5.05 4.92
H -7.18 1.12 1.39
H 5.86 1.62 -6.09
H -5.53 -3.27 1.37
H -1.16 -4.00 -1.92
H -1.38 0.07 -2.29
H 5.31 -0.24 -2.28
H -3.50 -3.13 0.05
H -0.13 -0.37 5.03
H 6.28 -0.65 1.51
H 3.27 -1.77 -5.71
H -4.74 -1.58 -5.13
```

---

Entry 6:
# C5H11NO

The molecule C5H11NO (ωB97M-V/def2-TZVPD, the OMol25 dataset).

Properties
**Calculated total energy**: -327.0731 hartree
**Relative energy (zero: lowest compared OMol25 entry of this formula, charge and spin)**: 1.585 eV
**Structure (SMILES)**: N/C=C/CCCO
**Total charge**: 0
**E_LUMO**: 1.052 eV

The geometry in XYZ format:
```
18
C5H11NO (ωB97M-V/def2-TZVPD)
O -0.39 -0.55 -3.00
N -0.79 1.10 3.02
C -0.37 -0.07 0.96
C 0.25 -1.05 0.02
C -0.12 0.16 2.25
C 0.20 0.40 -2.11
C 1.05 -0.37 -1.11
H 1.85 0.25 -0.71
H -1.76 1.29 2.81
H -0.56 0.98 -1.60
H 1.57 -1.15 -1.66
H -0.53 1.19 3.98
H -1.14 0.58 0.55
H 0.83 1.13 -2.64
H -0.99 -0.09 -3.60
H 0.91 -1.74 0.54
H -0.58 -1.57 -0.47
H 0.58 -0.48 2.77
```

---

Entry 7:
# C8H14NO

A structure of composition C8H14NO in a non-equilibrium geometry (ωB97M-V/def2-TZVPD, the OMol25 dataset).

Properties
**Calculated total energy**: -442.7792 hartree
**Relative energy (zero: lowest compared OMol25 entry of this formula, charge and spin)**: 5.650 eV
**Total charge**: +1
**E_LUMO**: -5.160 eV

The geometry in XYZ format:
```
24
C8H14NO (ωB97M-V/def2-TZVPD)
O -1.45 -1.95 -0.61
N 3.03 0.33 0.16
C 3.72 0.31 -0.94
C 3.48 -0.47 1.37
C -1.44 1.48 0.75
C -0.51 2.02 -0.25
C -0.20 0.64 -0.36
C -3.62 -0.83 -0.68
C -2.26 -0.97 0.06
C -1.44 0.25 0.12
H -1.79 1.73 1.74
H 2.77 -1.13 1.77
H 4.62 -0.31 -1.15
H 3.73 0.26 2.10
H -4.24 -1.73 -0.47
H 0.76 0.20 -0.39
H 3.14 0.81 -1.73
H 0.37 2.61 0.14
H -1.94 -2.84 -0.81
H -2.45 -1.26 1.09
H 4.46 -1.00 1.01
H -3.49 -0.81 -1.70
H -4.26 0.08 -0.18
H -1.00 2.57 -1.01
```

---

Entry 8:
# C2H7FN3

A cluster of 2 separate species, C2H7FN3 in total in a non-equilibrium geometry (ωB97M-V/def2-TZVPD, the OMol25 dataset).

Properties
**Calculated total energy**: -344.0947 hartree
**Relative energy (zero: lowest compared OMol25 entry of this formula, charge and spin)**: 3.560 eV
**Total charge**: +1
**E_LUMO (alpha / beta)**: -5.298 / -5.297 eV

The geometry in XYZ format:
```
13
C2H7FN3 (ωB97M-V/def2-TZVPD)
F 0.63 1.55 -0.67
N -1.88 0.01 0.28
N 2.36 -1.32 0.35
N -0.84 -0.99 0.56
C 1.79 1.07 -0.13
C 1.76 -0.37 -0.06
H -1.07 -1.79 0.08
H 2.57 1.57 -0.70
H -1.96 0.30 -0.72
H 1.62 1.33 1.00
H -2.77 -0.21 0.82
H 2.42 -2.21 0.73
H -1.56 0.81 0.76
```